{"formula": "C14H17N2O9S2", "method": "ωB97M-V/def2-TZVPD", "symbols": ["C", "C", "O", "C", "N", "N", "C", "O", "O", "C", "C", "O", "H", "H", "H", "H", "H", "H", "H", "H", "H", "H", "C", "O", "C", "S", "O", "O", "C", "C", "C", "C", "C", "C", "S", "O", "O", "H", "H", "H", "H", "H", "H", "H"], "xyz": [[0.024895, -5.590921, -1.528202], [0.399694, -5.016132, -0.188870], [-0.061533, -3.618232, -0.146451], [-0.155953, -3.162430, 1.100878], [-0.296169, -1.692646, 1.037610], [-0.019197, -1.121127, 2.101660], [-0.989106, -0.565547, 2.991468], [-0.521628, 0.049347, 3.929866], [-2.263225, -0.798709, 2.695249], [-3.188777, -0.017424, 3.546783], [-4.536479, -0.676191, 3.434380], [-0.163410, -3.811507, 2.128289], [0.666440, -6.441562, -1.768146], [-1.003634, -5.960990, -1.478622], [0.095782, -4.852754, -2.332909], [-0.089514, -5.545027, 0.637276], [1.489020, -5.020772, -0.037159], [-2.800591, -0.032091, 4.574335], [-3.197542, 1.018661, 3.175605], [-5.303902, -0.033474, 3.871402], [-4.808064, -0.893425, 2.395939], [-4.540622, -1.619022, 3.991296], [2.059272, -1.113138, -0.514098], [2.878197, -0.000402, -1.100322], [2.273363, 1.146093, -1.296893], [2.299808, 2.458779, -0.085407], [1.347389, 2.165693, 0.967125], [3.653186, 2.879393, 0.217780], [1.562483, 3.640344, -1.219215], [0.983702, 3.126639, -2.368115], [0.392244, 3.966499, -3.308387], [0.376924, 5.341195, -3.062248], [0.952397, 5.859258, -1.893849], [1.554520, 5.009508, -0.966638], [1.042886, 1.341108, -2.570794], [1.590089, 1.029307, -3.877040], [-0.221363, 0.777861, -2.134312], [2.800952, -1.855413, -0.214831], [1.496181, -0.727592, 0.340670], [1.389484, -1.486431, -1.294062], [-0.035561, 3.529880, -4.207869], [-0.087039, 6.003684, -3.792508], [0.937714, 6.932330, -1.697939], [2.016687, 5.377380, -0.052723]], "forces_ev_per_angstrom": [[-0.41, -0.21, -0.14], [-0.20, 0.40, 0.09], [0.27, -0.96, 0.40], [2.54, 0.53, 0.12], [-2.97, -0.47, 1.20], [-0.49, -2.92, 1.10], [2.35, 3.09, -0.73], [-1.38, -0.63, -0.23], [-0.21, 0.37, 0.56], [0.43, -0.31, -0.23], [-0.22, -0.33, 0.11], [-0.44, 1.07, -1.32], [0.00, 0.08, 0.01], [0.07, 0.11, -0.22], [0.10, -0.09, 0.20], [0.29, 0.06, -0.25], [-0.32, 0.20, 0.07], [-0.13, 0.08, -0.37], [0.15, -0.38, 0.06], [0.05, 0.01, -0.04], [0.11, 0.16, 0.15], [-0.02, 0.08, -0.14], [0.75, 1.22, -0.48], [0.46, -3.03, 0.86], [-1.30, 3.55, -1.02], [-0.63, -2.62, -3.22], [0.30, 0.79, 1.04], [-0.42, 0.22, 0.67], [-0.01, 0.44, 0.45], [-0.42, -0.01, -0.47], [0.19, -0.02, 0.41], [0.08, -0.02, 0.14], [-0.08, -0.04, -0.16], [-0.09, -0.36, -0.17], [2.65, 0.51, 3.13], [-0.82, -0.19, -0.21], [-0.59, -0.08, -1.10], [-0.19, -0.10, 0.03], [0.44, -0.04, -0.47], [0.04, -0.02, 0.20], [0.05, 0.17, 0.12], [0.13, -0.07, 0.21], [-0.03, -0.26, -0.13], [-0.08, 0.03, -0.21]], "mulliken_charge": [-1.1345, -0.2054, -0.2296, 0.6765, -0.0072, -0.2170, 0.6131, -0.5676, -0.2910, -0.2368, -1.1330, -0.5412, 0.3624, 0.2860, 0.2999, 0.3219, 0.2816, 0.3199, 0.2822, 0.3748, 0.3072, 0.2900, -0.4536, -0.5218, -0.0361, 1.1949, -0.5641, -0.7109, 0.2253, 0.2730, -0.6938, -0.5006, -0.4832, -0.6930, 1.1314, -0.7059, -0.6247, 0.2257, 0.2042, 0.3633, 0.4051, 0.3489, 0.3488, 0.4150], "total_charge": -1, "energy_ev": -57866.3866}